Formula: C5H6N2O
Source: OMol25
Level of theory: wB97M-V/def2-TZVPD

```
14
C5H6N2O, DFT wB97M-V/def2-TZVPD
O 2.7650 -0.2278 -1.4611
N 1.0422 1.9191 1.3599
N 1.2147 -1.6220 -0.2882
C -1.9181 0.2128 0.4386
C 0.3644 1.1272 0.7349
C -0.4348 0.2503 0.1649
C 0.1450 -0.7328 -0.7569
C 1.7635 -0.6410 -0.9743
H -2.1927 -0.7160 0.9409
H 1.1512 2.8752 1.0350
H -2.2185 1.0482 1.0670
H -0.5253 -1.1320 -1.5134
H -2.4725 0.2665 -0.4999
H 1.3160 -2.6277 -0.2475
```

Properties
Energy relative to the best compared isomer or geometry (same formula, charge and spin) ... 2.860 eV
Orbital gap ... 9.093 eV
Total charge ... 0
E_LUMO ... 0.7 eV
Molecular weight ... 110.116 g/mol
2S+1 ... 1
SMILES ... CC(=C=N)[C@@H]1NC1=O


Formula: C20H25N3O3S
Source: OMol25
Level of theory: wB97M-V/def2-TZVPD

```
52
C20H25N3O3S, DFT wB97M-V/def2-TZVPD
S 3.4637 -0.0428 0.0508
O 3.4823 -0.6805 1.3363
O -2.9610 2.4752 -0.9351
O 4.6402 0.6820 -0.3475
N 3.0938 -1.2201 -1.1158
N -4.0351 -0.7175 -0.6838
N -1.4037 0.8421 -1.2670
C -3.3719 0.2785 1.5199
C 0.1399 -0.9667 2.1833
C 3.2861 2.6846 1.3868
C 2.0276 1.0319 -0.0181
C -1.9531 -1.5080 0.4387
C 3.3897 -0.7383 -2.4466
C -2.6742 1.3409 -1.2504
C -2.1044 -0.5262 1.4134
C 0.9142 3.0340 0.6076
C -3.0807 -1.7949 -0.5267
C 3.6524 -2.5224 -0.8240
C 0.2773 -1.9613 1.2293
C -1.0432 -0.2594 2.2722
C -0.2324 2.6133 -0.0386
C -0.7641 -2.2237 0.3600
C -0.2603 1.3702 -0.6643
C -3.7346 0.3116 -1.6584
C -4.4895 -0.2527 0.6099
C 2.0642 2.2517 0.6478
C 0.8923 0.5868 -0.6587
H 1.2021 -2.5111 1.1582
H 0.9134 3.9922 1.1054
H 3.5575 -2.6857 0.2463
H 4.4685 -0.6534 -2.6163
H 4.1136 2.8281 0.6942
H 0.9029 -0.3839 -1.1273
H -3.7189 0.2745 2.5560
H -4.6610 0.8656 -1.8394
H -1.1134 3.2336 -0.0484
H -5.2424 0.5225 0.4544
H -1.1560 0.5166 3.0159
H -1.2929 -0.1117 -1.5820
H 2.9443 0.2476 -2.5616
H 0.9638 -0.7451 2.8431
H 3.0901 -3.2837 -1.3665
H 2.9593 -1.4217 -3.1790
H -3.4362 -0.1779 -2.5902
H 3.1048 3.6086 1.9301
H 3.5890 1.9045 2.0833
H -4.9739 -1.1079 1.0928
H -3.6448 -2.6614 -0.1520
H -2.6880 -2.0751 -1.5091
H 4.7106 -2.5882 -1.1006
H -3.1465 1.3176 1.2665
H -0.6614 -2.9928 -0.3945
```

Properties
Energy relative to the best compared isomer or geometry (same formula, charge and spin) ... 2.249 eV
Orbital gap ... 8.955 eV
Total charge ... 0
E_LUMO ... 0.5 eV
Molecular weight ... 387.505 g/mol
2S+1 ... 1
SMILES ... Cc1ccc(NC(=O)CN2CCc3ccccc3C2)cc1S(=O)(=O)N(C)C


Formula: C6H8N4S
Source: OMol25
Level of theory: wB97M-V/def2-TZVPD

```
19
C6H8N4S, DFT wB97M-V/def2-TZVPD
S -1.8560 1.7167 0.0450
N 0.8007 -1.0925 -0.1271
N -1.5835 -0.8259 0.1433
N 2.6219 0.8537 0.0082
N 0.9473 2.5565 -0.2228
C 1.2459 1.2285 -0.1227
C -3.0042 -1.1229 -0.0482
C -1.0927 0.3328 -0.0113
C 0.3338 0.1880 -0.0150
C 2.0274 -1.4167 -0.0976
C 2.9617 -0.3451 0.1203
H 3.9882 -0.6829 0.5366
H -3.3445 -2.1299 -0.2658
H -3.7648 -0.7900 0.7238
H -1.0174 -1.5896 -0.1228
H 1.7649 3.2856 0.5292
H 0.1117 3.0086 -0.1009
H 2.3663 -2.5165 -0.1297
H -3.5067 -0.6584 -0.8425
```

Properties
Energy relative to the best compared isomer or geometry (same formula, charge and spin) ... 1.679 eV
Orbital gap ... 8.365 eV
Total charge ... 0
E_LUMO ... 0.0 eV
Molecular weight ... 168.225 g/mol
2S+1 ... 1


Formula: C6H8FNO
Source: OMol25
Level of theory: wB97M-V/def2-TZVPD

```
17
C6H8FNO, DFT wB97M-V/def2-TZVPD
F 1.6161 1.8925 -0.0193
O 2.3791 -0.7093 0.4316
N -0.3992 1.6714 0.7349
C 0.4500 1.1831 -0.0610
C 2.9965 -1.6435 0.0404
C 0.1615 0.2859 -1.1098
C -1.0129 -0.3577 -1.0034
C -1.8402 -0.3070 0.2182
C -1.6590 1.0535 0.9122
H 4.0839 -1.7331 0.2035
H -1.4563 -0.7856 -1.7894
H 2.4275 -2.4897 -0.4521
H -1.5228 -0.9195 1.0944
H -2.8414 -0.4053 0.0984
H -1.7569 1.0329 2.0694
H 0.8601 0.3443 -1.9829
H -2.4859 1.8872 0.6151
```

Properties
Energy relative to the best compared isomer or geometry (same formula, charge and spin) ... 1.860 eV
Orbital gap ... 9.505 eV
Total charge ... 0
E_LUMO ... 0.7 eV
Molecular weight ... 129.134 g/mol
2S+1 ... 1
SMILES ... FC1=NCCC=C1.C=O


Question: Among the records above, which one has the highest energy relative to the best compared isomer or geometry (same formula, charge and spin)?
Answer: C5H6N2O


Question: E_LUMO of number 1 (C5H6N2O)?
Answer: 0.7 eV


Question: Which formula does entry 4 have?
Answer: C6H8FNO